(1)
Formula: C29H40O27
Source: the OMol25 dataset
Level of theory: ωB97M-V/def2-TZVPD

Computed properties:
LUMO energy   -1.096 eV
2S+1   1

CARTESIAN COORDINATES (ANGSTROEM)
C (-3.066, 4.060, 0.848)
C (-1.989, 3.962, -0.145)
O (-1.072, 3.260, 0.553)
C (-1.416, 3.075, 1.763)
O (-0.776, 2.388, 2.564)
O (-2.505, 3.638, 2.107)
H (-4.017, 3.608, 0.566)
H (-3.626, 4.994, 0.814)
H (-1.582, 4.971, -0.197)
H (-2.193, 3.555, -1.136)
C (-1.170, 1.960, -2.312)
C (-2.195, 2.361, -3.390)
O (-3.498, 1.824, -3.081)
C (-3.455, 1.391, -1.799)
O (-4.408, 0.929, -1.182)
O (-2.092, 1.408, -1.341)
H (-0.568, 2.802, -1.972)
H (-0.529, 1.177, -2.716)
H (-1.872, 2.102, -4.398)
H (-2.274, 3.442, -3.273)
C (0.453, -3.812, 0.038)
C (1.379, -3.331, -1.184)
O (0.668, -4.056, -2.148)
C (0.055, -5.161, -1.717)
O (-0.196, -6.126, -2.423)
O (0.004, -5.107, -0.493)
H (-0.476, -3.247, 0.113)
H (1.092, -3.689, 0.913)
H (2.426, -3.626, -1.260)
H (1.264, -2.322, -1.579)
C (0.133, -2.257, -4.314)
C (0.614, -0.901, -3.836)
O (1.942, -1.182, -3.637)
C (2.238, -2.470, -3.984)
O (3.380, -2.883, -4.126)
O (1.165, -3.107, -4.124)
H (-0.145, -2.264, -5.368)
H (-0.794, -2.479, -3.785)
H (0.253, -0.549, -2.870)
H (0.459, -0.145, -4.606)
C (3.094, 2.158, 1.944)
C (3.321, 0.664, 1.634)
O (2.773, 0.062, 2.751)
C (2.023, 0.925, 3.508)
O (1.236, 0.550, 4.393)
O (2.188, 2.167, 3.007)
H (2.609, 2.491, 1.026)
H (3.942, 2.827, 2.091)
H (4.389, 0.562, 1.830)
H (2.946, 0.261, 0.694)
C (-5.241, 0.709, 1.820)
C (-3.873, 0.699, 1.131)
O (-3.599, -0.713, 1.086)
C (-4.303, -1.334, 2.064)
O (-4.154, -2.497, 2.318)
O (-5.214, -0.460, 2.638)
H (-6.119, 0.760, 1.176)
H (-5.313, 1.591, 2.456)
H (-3.070, 1.278, 1.585)
H (-4.015, 1.026, 0.101)
C (-0.880, 1.210, 0.270)
C (0.519, 1.310, 0.956)
O (1.328, 0.557, 0.110)
C (0.663, -0.291, -0.593)
O (1.135, -1.196, -1.315)
O (-0.673, -0.088, -0.350)
H (-0.936, 1.915, -0.559)
H (-1.749, 1.240, 0.929)
H (0.435, 0.868, 1.949)
H (0.904, 2.305, 1.178)
C (-1.199, -0.397, 2.019)
C (-1.261, -1.699, 2.817)
C (-0.114, -1.733, 3.861)
O (-0.720, -2.348, 4.997)
C (-2.172, -2.342, 4.883)
O (-2.965, -2.683, 5.782)
O (-2.451, -1.843, 3.704)
H (-1.621, 0.437, 2.579)
H (-1.753, -0.591, 1.100)
H (-0.131, -0.280, 1.836)
H (-1.299, -2.577, 2.173)
H (0.259, -0.760, 4.181)
H (0.812, -2.223, 3.559)
C (5.688, 0.850, -1.867)
C (4.240, 0.483, -1.430)
C (3.650, -0.684, -1.979)
O (3.897, -1.612, -0.990)
C (4.102, -1.028, 0.178)
O (4.348, -1.495, 1.275)
O (4.054, 0.201, -0.030)
H (5.990, 1.847, -1.548)
H (5.940, 0.855, -2.928)
H (6.379, 0.204, -1.325)
H (3.660, 1.380, -1.646)
H (4.127, -1.068, -2.881)
H (2.563, -0.642, -2.032)

=====

(2)
Formula: C29H40OsP
Source: the OMol25 dataset
Level of theory: ωB97M-V/def2-TZVPD

Computed properties:
<S²>   6.03
Net charge   +1
LUMO energy (alpha / beta)   -2.193 / -4.294 eV
2S+1   5

CARTESIAN COORDINATES (ANGSTROEM)
C (0.780, 1.143, 1.993)
C (-0.274, 1.895, 1.374)
C (0.285, 2.573, 0.211)
C (1.654, 2.211, 0.107)
C (1.958, 1.268, 1.171)
Os (0.345, 0.146, -0.094)
C (0.017, 0.104, -3.222)
C (0.659, -0.758, -2.113)
H (0.330, -1.807, -2.148)
C (1.934, -0.516, -1.472)
H (2.566, 0.307, -1.834)
H (2.517, -1.382, -1.131)
C (-0.300, -0.775, -4.456)
H (-1.050, -1.543, -4.202)
H (-0.694, -0.172, -5.294)
H (0.618, -1.286, -4.795)
C (0.947, 1.259, -3.644)
H (1.169, 1.911, -2.784)
H (1.899, 0.859, -4.032)
H (0.486, 1.878, -4.432)
C (-1.630, 2.161, 1.972)
H (-2.124, 1.230, 2.297)
H (-1.540, 2.819, 2.858)
H (-2.293, 2.666, 1.252)
C (-0.454, 3.562, -0.646)
H (-1.518, 3.292, -0.748)
H (-0.407, 4.575, -0.201)
H (-0.028, 3.619, -1.660)
C (2.681, 2.814, -0.807)
H (2.219, 3.315, -1.673)
H (3.264, 3.576, -0.254)
H (3.401, 2.068, -1.183)
C (3.323, 0.720, 1.485)
H (3.956, 0.686, 0.582)
H (3.841, 1.345, 2.238)
H (3.256, -0.304, 1.884)
C (0.686, 0.390, 3.289)
H (1.427, -0.423, 3.341)
H (0.868, 1.074, 4.140)
H (-0.310, -0.059, 3.421)
C (-1.730, 0.329, -1.365)
C (-1.293, 0.697, -2.664)
C (-2.947, 0.808, -0.837)
C (-2.071, 1.632, -3.372)
H (-1.319, -0.629, -0.910)
C (-3.713, 1.720, -1.568)
H (-3.280, 0.454, 0.143)
C (-3.264, 2.136, -2.834)
H (-1.751, 1.963, -4.366)
H (-4.655, 2.103, -1.163)
H (-3.857, 2.852, -3.413)
C (2.199, -3.129, 2.011)
P (1.034, -2.058, 1.073)
C (0.943, -3.334, -0.262)
C (-0.408, -2.383, 2.148)
C (-1.668, -2.557, 1.556)
C (-2.776, -2.919, 2.330)
C (-2.642, -3.112, 3.707)
C (-1.401, -2.939, 4.315)
C (-0.290, -2.586, 3.547)
H (3.125, -3.264, 1.414)
H (1.770, -4.126, 2.245)
H (2.509, -2.634, 2.952)
H (0.931, -4.354, 0.172)
H (-0.031, -3.283, -0.779)
H (1.792, -3.325, -0.968)
H (-1.798, -2.441, 0.492)
H (-3.738, -3.070, 1.860)
H (-3.497, -3.406, 4.302)
H (-1.291, -3.097, 5.381)
H (0.651, -2.488, 4.065)

=====

(3)
Formula: C29H41BN12S5Sr
Source: the OMol25 dataset
Level of theory: ωB97M-V/def2-TZVPD

Computed properties:
LUMO energy   0.151 eV
2S+1   1

CARTESIAN COORDINATES (ANGSTROEM)
Sr (-12.078, 1.645, 16.337)
C (-11.276, 0.706, 20.673)
C (-11.912, 0.275, 19.491)
N (-12.440, 1.296, 18.831)
N (-12.227, 2.381, 19.609)
C (-11.541, 2.043, 20.691)
B (-12.797, 3.831, 19.172)
N (-11.711, 4.613, 18.313)
C (-11.035, 5.719, 18.556)
C (-10.294, 6.022, 17.407)
C (-10.581, 4.990, 16.543)
N (-11.402, 4.125, 17.111)
N (-14.137, 3.640, 18.409)
C (-15.341, 3.673, 19.008)
C (-16.247, 3.016, 18.213)
C (-15.503, 2.604, 17.124)
N (-14.199, 2.919, 17.270)
H (-10.855, 0.008, 21.381)
H (-11.946, -0.753, 19.171)
H (-11.287, 2.762, 21.394)
H (-13.001, 4.493, 20.182)
H (-11.141, 6.251, 19.488)
H (-9.872, 6.960, 17.168)
H (-10.232, 4.839, 15.574)
H (-15.532, 4.153, 19.953)
H (-17.334, 2.998, 18.253)
H (-15.688, 2.035, 16.270)
C (-13.348, 1.260, 11.893)
N (-13.840, 0.830, 13.178)
C (-14.287, 1.969, 13.935)
C (-13.501, -0.361, 13.742)
N (-13.067, -0.291, 14.934)
C (-13.086, -1.380, 15.848)
C (-14.245, -2.125, 16.040)
C (-14.389, -3.145, 17.031)
C (-13.333, -3.428, 17.894)
C (-12.200, -2.645, 17.740)
C (-12.025, -1.658, 16.735)
N (-10.847, -0.831, 16.682)
C (-9.678, -1.394, 16.753)
N (-9.399, -2.709, 16.610)
C (-10.030, -3.643, 15.665)
C (-8.541, -3.382, 17.599)
N (-8.563, -0.606, 17.029)
C (-8.684, 0.782, 17.430)
C (-7.325, -0.880, 16.348)
N (-13.467, -1.494, 12.942)
C (-12.677, -2.662, 13.327)
C (-14.441, -1.715, 11.878)
H (-12.475, 1.953, 11.903)
H (-14.106, 1.751, 11.298)
H (-13.079, 0.390, 11.266)
H (-15.146, 2.401, 13.528)
H (-13.436, 2.713, 13.921)
H (-14.397, 1.701, 14.984)
H (-15.010, -1.930, 15.323)
H (-15.286, -3.708, 16.979)
H (-13.298, -4.269, 18.574)
H (-11.280, -2.867, 18.317)
H (-10.241, -3.183, 14.673)
H (-11.003, -4.077, 16.009)
H (-9.334, -4.412, 15.430)
H (-8.044, -2.671, 18.220)
H (-7.778, -4.005, 17.122)
H (-9.114, -4.181, 18.122)
H (-9.689, 0.933, 17.861)
H (-8.592, 1.479, 16.613)
H (-8.015, 0.961, 18.253)
H (-7.313, -1.883, 15.880)
H (-6.512, -0.738, 17.068)
H (-7.203, -0.233, 15.495)
H (-11.672, -2.439, 13.754)
H (-12.500, -3.258, 12.416)
H (-13.254, -3.307, 14.064)
H (-14.958, -0.725, 11.859)
H (-15.144, -2.498, 12.165)
H (-13.916, -1.970, 10.941)
C (-8.136, 4.042, 11.592)
S (-9.474, 3.090, 10.886)
C (-9.464, 1.534, 11.741)
C (-9.877, 1.300, 12.999)
S (-10.384, 2.538, 14.108)
S (-9.869, -0.389, 13.372)
C (-9.396, -1.078, 11.827)
S (-9.414, -2.758, 11.557)
S (-9.094, 0.220, 10.714)
H (-8.329, 5.092, 11.490)
H (-7.165, 3.913, 11.090)
H (-8.067, 3.832, 12.659)

=====

(4)
Formula: C29H41F5HoP2S
Source: the OMol25 dataset
Level of theory: ωB97M-V/def2-TZVPD

Computed properties:
<S²>   6.01
Net charge   +1
LUMO energy (alpha / beta)   -2.998 / -2.865 eV
2S+1   5

CARTESIAN COORDINATES (ANGSTROEM)
Ho (-0.086, -0.243, 1.222)
C (-0.792, -2.552, 2.220)
C (0.540, -2.747, 1.723)
C (0.647, -1.275, 3.512)
C (-0.716, -1.669, 3.343)
C (1.427, -1.938, 2.507)
C (-2.020, -3.254, 1.776)
H (-1.930, -3.613, 0.744)
H (-2.894, -2.589, 1.832)
H (-2.230, -4.130, 2.415)
C (-1.821, -1.332, 4.268)
H (-2.749, -1.824, 3.966)
H (-2.002, -0.251, 4.294)
H (-1.581, -1.640, 5.296)
C (1.167, -0.469, 4.643)
H (1.149, -1.050, 5.578)
H (0.554, 0.427, 4.812)
H (2.199, -0.152, 4.464)
C (2.906, -1.928, 2.416)
H (3.345, -2.738, 3.020)
H (3.317, -0.979, 2.783)
H (3.242, -2.067, 1.380)
C (0.961, -3.774, 0.743)
H (1.320, -4.688, 1.249)
H (1.781, -3.407, 0.111)
H (0.128, -4.069, 0.095)
C (-1.309, 1.069, -3.962)
C (-1.657, -0.231, -4.037)
C (-1.068, -1.214, -5.005)
C (0.448, -1.020, -5.288)
C (1.260, -0.538, -4.125)
C (1.638, 0.742, -3.894)
C (1.026, 1.961, -4.514)
C (-0.448, 1.785, -4.956)
H (-1.616, -1.155, -5.963)
H (0.566, -0.381, -6.177)
H (-1.231, -2.244, -4.658)
H (-0.470, 1.304, -5.945)
H (-1.787, 1.734, -3.233)
H (-2.570, -0.584, -3.551)
H (-0.874, 2.791, -5.108)
H (1.088, 2.817, -3.822)
H (2.590, 0.942, -3.391)
H (1.626, 2.265, -5.389)
H (0.853, -2.006, -5.582)
H (1.735, -1.352, -3.570)
P (-1.643, -0.551, -0.863)
C (-3.181, 0.336, -1.228)
C (-1.460, -2.143, -1.733)
P (1.655, 0.609, -0.597)
C (-0.132, 0.487, -1.414)
C (2.665, -0.761, -1.265)
C (2.380, 2.199, -1.038)
H (-3.280, 1.156, -0.499)
H (-4.023, -0.353, -1.073)
H (-3.239, 0.757, -2.235)
H (-0.983, -2.027, -2.708)
H (-2.453, -2.591, -1.870)
H (-0.852, -2.834, -1.141)
H (2.217, 2.482, -2.086)
H (3.460, 2.168, -0.829)
H (1.931, 2.967, -0.389)
H (-0.451, 1.518, -1.619)
H (0.104, 0.027, -2.373)
H (3.500, -0.920, -0.563)
H (3.091, -0.550, -2.250)
H (2.099, -1.706, -1.323)
F (0.154, 5.999, 5.915)
C (-0.204, 4.989, 5.103)
C (-0.016, 5.095, 3.720)
F (0.535, 6.213, 3.204)
C (-0.379, 4.045, 2.887)
F (-0.093, 4.119, 1.563)
C (-0.998, 2.879, 3.389)
S (-1.615, 1.681, 2.317)
C (-1.150, 2.800, 4.788)
F (-1.664, 1.666, 5.354)
C (-0.758, 3.820, 5.638)
F (-0.882, 3.686, 6.975)

=====

(5)
Formula: C29H41IrNO4SbSeSi2
Source: the OMol25 dataset
Level of theory: ωB97M-V/def2-TZVPD

Computed properties:
<S²>   8.78
Net charge   +1
LUMO energy (alpha / beta)   -4.150 / -5.302 eV
2S+1   6

CARTESIAN COORDINATES (ANGSTROEM)
Ir (0.090, -0.561, 0.881)
O (0.834, -2.496, -3.154)
C (0.541, -2.057, -1.938)
O (1.164, -1.171, -1.384)
C (-0.603, -2.750, -1.295)
C (-1.240, -3.815, -1.877)
C (-2.290, -4.443, -1.175)
C (-2.619, -3.982, 0.072)
C (-1.923, -2.890, 0.616)
N (-0.930, -2.259, -0.083)
C (-2.165, -2.368, 1.928)
O (-3.133, -2.963, 2.634)
O (-1.519, -1.416, 2.406)
H (1.574, -1.971, -3.500)
H (-0.927, -4.156, -2.852)
H (-2.814, -5.282, -1.610)
H (-3.401, -4.444, 0.657)
H (-3.164, -2.550, 3.509)
C (1.392, 2.670, 2.001)
Si (1.766, 1.212, 0.870)
C (1.874, 1.882, -0.877)
C (3.421, 0.578, 1.489)
C (4.605, 1.311, 1.381)
C (5.771, 0.859, 1.978)
C (5.766, -0.328, 2.707)
C (4.598, -1.063, 2.825)
C (3.422, -0.621, 2.213)
Si (1.830, -1.589, 2.232)
C (1.217, -1.932, 3.961)
C (2.044, -3.205, 1.289)
H (2.277, 3.313, 1.978)
H (1.256, 2.356, 3.036)
H (0.538, 3.279, 1.705)
H (2.677, 2.624, -0.923)
H (0.943, 2.383, -1.156)
H (2.081, 1.103, -1.608)
H (4.624, 2.246, 0.831)
H (6.685, 1.431, 1.885)
H (6.676, -0.675, 3.180)
H (4.610, -1.986, 3.394)
H (2.026, -2.376, 4.549)
H (0.377, -2.627, 3.958)
H (0.904, -1.017, 4.465)
H (2.815, -3.789, 1.802)
H (2.385, -3.027, 0.269)
H (1.128, -3.798, 1.267)
C (-1.679, 2.453, 3.593)
C (-2.606, 1.693, 2.653)
Sb (-1.787, 1.243, 0.739)
C (-3.474, 0.335, -0.232)
C (-4.799, 0.503, 0.502)
C (-1.713, 3.134, -0.248)
C (-3.086, 3.795, -0.322)
H (-2.206, 2.712, 4.512)
H (-1.314, 3.382, 3.152)
H (-0.813, 1.851, 3.866)
H (-3.529, 2.243, 2.467)
H (-2.880, 0.726, 3.075)
H (-3.231, -0.719, -0.365)
H (-3.514, 0.777, -1.229)
H (-4.781, 0.030, 1.485)
H (-5.606, 0.041, -0.069)
H (-5.060, 1.552, 0.645)
H (-1.312, 2.933, -1.243)
H (-0.994, 3.764, 0.272)
H (-3.791, 3.198, -0.902)
H (-3.010, 4.769, -0.805)
H (-3.515, 3.957, 0.668)
Se (-1.366, 0.389, -3.096)
C (-0.223, 0.575, -4.530)
C (-0.370, -0.280, -5.669)
C (0.504, -0.174, -6.717)
C (1.547, 0.771, -6.684)
C (1.700, 1.618, -5.565)
C (0.838, 1.531, -4.508)
H (-1.176, -1.001, -5.688)
H (0.391, -0.816, -7.581)
H (2.228, 0.852, -7.519)
H (2.502, 2.344, -5.549)
H (0.949, 2.177, -3.648)

=====

In the order shown, the computed energy relative to the best compared isomer or geometry (same formula, charge and spin) values come out to 2360.2 0.0 0.0 0.0 250.4 kJ/mol.